{
  "formula": "C6H4O",
  "method": "the ωB97M-V functional and the def2-TZVPD basis",
  "multiplicity": 1,
  "gap_ev": 9.740,
  "total_energy_ha": -306.0542,
  "species": ["O", "C", "C", "C", "C", "C", "C", "H", "H", "H", "H"],
  "positions_angstrom": [[0.424, -0.718, 1.457], [0.149, 0.648, -0.430], [-1.195, -1.497, -0.004], [1.288, 1.520, 0.057], [-2.000, -2.373, -0.190], [-0.172, -0.544, 0.415], [-0.489, 0.963, -1.529], [1.211, 1.598, 1.151], [1.243, 2.516, -0.397], [2.246, 1.049, -0.194], [-2.704, -3.163, -0.336]],
  "forces_ev_per_a": [[-0.2, 0.0, -0.4], [-0.3, -0.1, -0.4], [-0.3, -0.3, 0.0], [0.2, 0.3, 0.1], [0.3, 0.4, 0.0], [0.1, -0.2, 0.3], [0.2, -0.2, 0.6], [0.0, 0.0, -0.4], [0.1, -0.2, 0.1], [-0.3, 0.1, 0.1], [0.1, 0.2, -0.1]],
  "nbo_charge": [-0.48, -0.49, -0.14, -0.60, -0.11, 0.51, 0.35, 0.25, 0.23, 0.23, 0.24]
}

{
  "formula": "C31H59Cl3N11O2Si2Ti",
  "method": "the ωB97M-V functional and the def2-TZVPD basis",
  "total_charge": 1,
  "multiplicity": 1,
  "gap_ev": 7.878,
  "total_energy_ha": -4778.5184,
  "species": ["Ti", "Cl", "Cl", "Cl", "Si", "Si", "O", "O", "N", "N", "N", "N", "N", "N", "N", "N", "N", "N", "N", "C", "C", "C", "C", "C", "C", "C", "C", "C", "C", "C", "C", "C", "C", "C", "C", "C", "C", "C", "C", "C", "C", "C", "C", "C", "C", "C", "C", "C", "C", "C", "H", "H", "H", "H", "H", "H", "H", "H", "H", "H", "H", "H", "H", "H", "H", "H", "H", "H", "H", "H", "H", "H", "H", "H", "H", "H", "H", "H", "H", "H", "H", "H", "H", "H", "H", "H", "H", "H", "H", "H", "H", "H", "H", "H", "H", "H", "H", "H", "H", "H", "H", "H", "H", "H", "H", "H", "H", "H", "H"],
  "positions_angstrom": [[-0.433, -0.395, 0.840], [3.495, -1.721, 2.173], [4.427, 0.786, 3.243], [2.687, -0.908, 4.839], [-2.292, 2.597, 0.596], [-3.220, -2.518, 1.004], [1.644, 1.557, 2.869], [0.994, -0.443, 2.086], [2.188, -0.901, -2.465], [1.751, 4.408, -3.424], [1.113, -4.607, -0.439], [2.576, 5.109, -1.444], [0.172, -2.495, 0.109], [-2.050, -1.262, 1.411], [0.628, -4.096, 1.761], [-1.253, 1.271, 1.193], [0.833, 0.176, -0.811], [1.231, 3.086, -1.578], [-0.022, -0.959, -2.691], [2.502, 5.620, -3.717], [-3.249, -2.716, -0.850], [-2.523, 2.436, -1.233], [-2.801, -4.165, 1.777], [-3.932, 2.405, 1.463], [-1.539, 4.253, 0.989], [1.947, 1.083, -0.434], [-1.589, 0.803, 2.491], [0.207, -3.287, 2.891], [3.073, -0.334, 3.207], [-1.278, -0.237, -2.719], [3.401, -1.192, -1.716], [1.077, -5.427, 2.146], [-2.259, -0.256, 4.978], [-2.376, -1.047, 3.866], [0.611, -3.667, 0.491], [-1.410, 1.570, 3.659], [0.573, -4.538, -1.783], [-1.769, 1.058, 4.877], [-2.065, -0.522, 2.592], [0.497, -1.355, -4.001], [2.767, 6.236, -2.350], [0.511, 4.171, -4.135], [2.496, 5.445, -0.031], [1.796, 0.383, 2.690], [1.799, 4.132, -2.050], [2.571, -4.689, -0.440], [1.015, -0.504, -1.919], [-4.889, -1.936, 1.590], [1.979, -1.589, -3.734], [1.558, 2.546, -0.273], [0.364, -5.836, 2.862], [-5.243, -1.098, 0.985], [2.695, 1.079, -1.224], [-0.289, -2.385, 2.562], [0.074, 3.248, -3.772], [3.020, -3.813, -0.928], [-3.634, -1.822, -1.340], [2.213, -2.652, -3.618], [3.775, 6.642, -2.271], [-2.251, 5.045, 0.748], [0.855, -5.447, -2.313], [-4.880, -1.614, 2.632], [2.436, 0.722, 0.475], [-0.514, -4.484, -1.752], [1.062, -3.020, 3.514], [-1.295, 4.341, 2.049], [-0.498, -3.868, 3.488], [1.941, 6.281, -4.379], [0.708, 4.065, -5.202], [-4.308, 1.382, 1.382], [-2.009, -0.832, -3.263], [-2.893, -4.162, 2.864], [-0.210, 4.986, -3.992], [-3.877, 2.656, 2.522], [-1.792, -4.491, 1.520], [-5.619, -2.743, 1.499], [0.955, -3.682, -2.361], [0.263, -2.450, -0.900], [2.057, 7.037, -2.109], [-3.915, -3.542, -1.111], [-0.637, 4.424, 0.403], [1.567, 5.098, 0.413], [-2.262, -2.941, -1.257], [0.343, -0.538, -4.713], [-0.986, 2.560, 3.571], [-2.717, -2.071, 3.951], [-1.660, 1.658, 5.770], [2.435, 3.001, 0.191], [4.184, -0.455, -1.898], [2.619, -1.184, -4.517], [-1.161, 0.740, -3.197], [1.126, -6.084, 1.284], [-3.108, 1.545, -1.471], [2.957, -4.748, 0.575], [-4.668, 3.068, 1.000], [-1.668, -0.083, -1.714], [-3.497, -4.917, 1.397], [-0.017, -2.240, -4.375], [3.331, 5.043, 0.545], [2.884, -5.585, -0.976], [3.187, -1.235, -0.650], [3.770, -2.169, -2.034], [-1.550, 2.389, -1.719], [0.737, 2.642, 0.443], [-2.529, -0.653, 5.948], [3.444, 5.370, -4.211], [-3.064, 3.301, -1.621], [2.521, 6.531, 0.064], [2.054, -5.376, 2.633]],
  "forces_ev_per_a": [[-0.1, -0.1, 0.5], [0.1, 0.0, 0.0], [0.0, 0.0, 0.0], [0.0, 0.0, 0.0], [0.1, 0.0, 0.3], [0.1, 0.1, 0.1], [-0.1, 0.1, 0.0], [0.0, -0.2, 0.0], [0.0, 0.1, 0.0], [-0.2, 0.2, 0.4], [0.0, 0.1, 0.0], [0.0, -0.1, 0.0], [-0.1, 0.1, -0.3], [0.0, 0.0, -0.1], [0.0, 0.0, 0.1], [-0.3, 0.0, -0.3], [-0.1, 0.1, 0.0], [0.0, 0.0, 0.0], [0.0, 0.0, 0.0], [0.0, 0.0, -0.1], [0.0, 0.0, 0.0], [0.0, -0.1, 0.0], [0.0, -0.1, 0.0], [-0.1, 0.1, 0.0], [-0.1, 0.0, 0.0], [0.2, -0.2, 0.1], [0.1, 0.1, -0.2], [0.1, 0.1, 0.0], [0.1, 0.0, 0.1], [-0.2, 0.0, 0.1], [0.0, 0.1, 0.0], [0.0, 0.0, 0.0], [0.0, 0.0, 0.0], [0.1, 0.0, 0.0], [0.1, -0.1, 0.0], [0.1, -0.1, 0.0], [0.0, 0.1, 0.0], [0.0, 0.0, 0.0], [0.0, -0.1, -0.1], [0.0, 0.0, 0.0], [0.0, 0.0, 0.0], [0.1, -0.1, -0.1], [0.0, 0.0, 0.0], [0.0, 0.0, -0.1], [0.0, -0.1, -0.1], [0.1, 0.0, 0.0], [0.0, 0.0, 0.0], [0.0, 0.0, 0.0], [0.0, 0.0, 0.0], [-0.2, 0.1, 0.0], [0.0, 0.0, 0.0], [0.0, 0.0, 0.0], [0.0, 0.0, 0.0], [0.0, -0.1, 0.0], [0.0, -0.1, 0.1], [0.0, -0.1, 0.1], [0.0, 0.1, 0.0], [0.0, 0.1, 0.0], [0.0, 0.0, 0.0], [0.0, 0.0, 0.0], [0.0, 0.0, 0.0], [0.0, 0.0, 0.0], [0.0, 0.1, -0.1], [0.0, 0.0, 0.0], [0.0, 0.0, 0.0], [0.1, 0.0, 0.0], [0.0, 0.0, 0.0], [0.0, 0.0, 0.1], [0.0, 0.0, 0.0], [0.0, 0.0, 0.0], [0.0, 0.0, 0.0], [0.0, 0.0, 0.0], [0.0, 0.0, 0.0], [0.0, 0.0, 0.0], [0.0, 0.0, 0.0], [0.0, 0.0, 0.0], [-0.1, -0.1, 0.1], [0.0, 0.0, 0.0], [0.0, 0.0, 0.0], [0.0, 0.0, 0.0], [0.1, 0.0, 0.0], [-0.1, -0.1, 0.0], [0.0, 0.0, 0.0], [0.0, 0.0, 0.0], [0.0, 0.0, 0.0], [0.0, 0.0, 0.0], [0.0, 0.0, 0.0], [0.0, 0.1, 0.0], [0.0, 0.0, 0.0], [0.0, 0.0, 0.0], [0.0, 0.0, 0.0], [0.0, 0.0, 0.0], [0.0, 0.0, -0.1], [0.0, 0.0, 0.0], [0.0, 0.0, 0.0], [0.1, 0.0, -0.1], [0.0, 0.0, 0.0], [0.0, 0.0, 0.0], [0.0, 0.0, 0.0], [0.0, 0.0, 0.0], [0.0, 0.0, 0.0], [0.0, 0.1, 0.0], [0.1, 0.0, -0.1], [0.1, 0.0, -0.1], [0.0, 0.0, 0.0], [0.0, 0.0, -0.1], [0.0, 0.0, 0.0], [0.0, 0.0, 0.0], [0.0, 0.0, 0.0]],
  "lowdin_charge": [1.05, 0.64, 0.66, 0.65, 0.44, 0.43, 0.09, -0.20, -0.06, -0.11, -0.17, -0.09, 0.11, -0.16, -0.12, -0.14, 0.02, 0.11, -0.09, -0.13, -0.16, -0.16, -0.15, -0.14, -0.15, -0.18, -0.36, -0.05, -1.49, -0.04, -0.02, -0.03, -0.05, -0.03, -0.41, -0.02, -0.05, -0.05, -0.34, -0.10, -0.14, -0.06, -0.04, -0.77, -0.36, -0.04, -0.38, -0.15, -0.11, -0.22, 0.10, 0.03, 0.11, 0.04, 0.06, 0.07, 0.03, 0.11, 0.12, 0.04, 0.10, 0.03, 0.09, 0.09, 0.07, 0.03, 0.09, 0.12, 0.09, 0.03, 0.10, 0.03, 0.09, 0.04, 0.02, 0.04, 0.06, 0.02, 0.12, 0.04, 0.01, 0.07, 0.00, 0.13, 0.11, 0.10, 0.11, 0.11, 0.10, 0.13, 0.09, 0.09, 0.03, 0.08, 0.04, 0.05, 0.04, 0.13, 0.09, 0.10, 0.06, 0.08, 0.00, 0.08, 0.11, 0.12, 0.05, 0.09, 0.10]
}